1.
21
Properties=species:S:1:pos:R:3 method="wB97M-V/def2-TZVPD" charge=-1 gap_ev="6.88 / 6.88"
C -0.4413 0.0297 0.7572
C 0.7257 0.8123 2.5631
C -1.4639 -1.8323 -1.2902
C -0.8207 0.3271 -0.5918
C -0.6165 1.6584 -1.2299
O 1.8351 -1.7058 0.6248
O -0.6714 -0.9864 1.4102
O 2.5583 0.5430 -0.2085
O 1.7909 -1.1883 -1.7714
O 0.1293 1.1455 1.3491
O -1.6184 -0.4581 -1.2748
F 0.5983 1.9064 -1.7430
F -0.9080 2.7176 -0.4393
F -1.4592 1.8081 -2.3317
S 1.8648 -0.7083 -0.4069
H 1.4122 -0.0378 2.4340
H -0.0161 0.9523 3.3007
H 1.4031 1.7332 2.8609
H -0.8905 -2.2678 -2.2286
H -2.5300 -2.2871 -1.4077
H -0.8816 -2.1618 -0.3762


2.
7
Properties=species:S:1:pos:R:3 method="wB97M-V/def2-TZVPD" charge=-1 gap_ev=6.93 relative_energy_ev=0.505
C 0.3874 -2.2161 -0.1823
C -0.6144 -0.5174 -0.7927
O -0.1110 -3.1405 -0.6688
O 1.2653 -1.7857 0.4699
F -0.7557 -0.3654 -2.1579
I -2.5492 -0.0466 0.1142
H 0.0146 0.4453 -0.5750


3.
43
Properties=species:S:1:pos:R:3 method="wB97M-V/def2-TZVPD" charge=-1 gap_ev=5.61 relative_energy_ev=2.243
C -6.1908 -2.5952 1.0201
N -5.4877 -1.3211 0.8313
C -6.4072 -0.1972 0.7613
N -4.2625 -1.3032 0.4016
C -3.3562 -0.4206 0.1092
H -7.0939 -2.5769 0.3885
H -5.5689 -3.4549 0.7630
H -6.5294 -2.7007 2.0601
H -7.3094 -0.5830 0.2606
H -6.7012 0.1197 1.7746
H -5.9855 0.6530 0.2186
H -2.3289 -0.7267 0.3389
H -3.5476 0.5938 -0.3107
O 1.9451 -3.0043 -0.7985
C 1.6436 -1.9146 -1.0269
Co 1.1282 -0.2743 -1.3124
C 0.0768 -0.4121 -2.7529
O -0.6069 -0.7160 -3.6203
C 0.1397 0.0521 0.0444
O -0.4663 0.2469 1.0192
C 2.4220 0.9703 -0.4062
C 3.1446 0.3752 0.7015
C 2.5364 0.1217 1.9499
C 3.1993 -0.6197 2.9191
C 4.5290 -1.0154 2.7042
C 5.1399 -0.7762 1.4638
C 4.4585 -0.0830 0.4686
C 2.6870 1.1754 -1.7914
C 3.1944 0.5956 -2.8992
Co 1.5932 2.3807 -1.1022
C 0.5399 2.8961 0.2689
O -0.1068 3.2374 1.1598
C 0.5532 2.3913 -2.5649
O -0.0087 2.4469 -3.5808
C 2.5389 3.8665 -1.4094
O 3.2002 4.7868 -1.6201
H 1.5258 0.4798 2.1260
H 2.6683 -0.8880 3.8393
H 5.0774 -1.5074 3.5150
H 6.1540 -1.1495 1.2743
H 4.9209 0.0758 -0.5090
H 3.3424 1.1958 -3.7991
H 3.5991 -0.4206 -2.8775


4.
48
Properties=species:S:1:pos:R:3 method="wB97M-V/def2-TZVPD" charge=-2 gap_ev="6.24 / 6.23" relative_energy_ev=0.191
Ni 0.1893 0.2915 -0.5711
I 0.4055 2.1109 1.9419
C 2.3455 2.2942 1.1995
C 3.2536 2.8695 2.0466
C 4.5613 3.1581 1.6053
C 4.9031 2.9026 0.3121
C 3.9788 2.3108 -0.5859
C 4.3561 2.0922 -1.9321
C 3.4712 1.5177 -2.7969
C 2.2050 1.0969 -2.3448
C 1.7790 1.2523 -1.0414
C 2.6717 1.9343 -0.1497
H 2.9596 3.1230 3.0563
H 5.2733 3.6021 2.2918
H 5.8935 3.1476 -0.0589
H 5.3507 2.3896 -2.2495
H 3.7494 1.3556 -3.8337
H 1.5583 0.5838 -3.0447
N -2.0007 -3.8234 -1.7493
C -1.7440 -2.4968 -2.3215
C -0.3013 -2.3567 -2.7640
O 0.3515 -3.5121 -2.9630
O 0.1920 -1.2881 -3.0009
H -2.9950 -3.9837 -1.6769
H -1.5925 -3.8094 -0.8101
H -0.2484 -4.2029 -2.6165
H -1.9471 -1.6575 -1.6528
H -2.3285 -2.3736 -3.2364
O -6.8952 4.2567 0.7498
C -6.1610 3.2033 1.2333
O -6.5661 2.6478 2.2239
C -4.9422 2.8475 0.4864
C -4.1730 1.7644 0.9294
C -3.0237 1.3709 0.2772
C -2.5683 2.0536 -0.8709
S -1.1515 1.6397 -1.7664
C -3.3525 3.1405 -1.3153
C -4.4990 3.5229 -0.6588
H -6.4586 4.5950 -0.0396
H -4.5071 1.2232 1.8056
H -2.4722 0.5042 0.6210
H -3.0244 3.6853 -2.1922
H -5.0333 4.3771 -1.0702
O -1.1529 -1.0135 0.2126
S -0.0633 -1.8612 0.8647
O 1.1650 -1.0589 0.4906
O -0.0199 -3.1712 0.1955
O -0.2412 -1.9705 2.2966


5.
15
Properties=species:S:1:pos:R:3 method="wB97M-V/def2-TZVPD" charge=0 gap_ev=8.92 relative_energy_ev=5.980
C 0.0040 -1.7963 0.7400
C 0.2360 -0.8083 -1.4139
C -0.0685 1.9281 1.0436
N -1.0549 -1.3575 1.7289
N -1.1342 -0.1482 1.7991
N 0.5361 -0.7126 -0.0328
N -0.5525 0.6296 0.9874
H 0.7976 -2.1550 1.2692
H -0.6275 -2.4818 0.2044
H 0.3319 0.1408 -1.7654
H 1.0321 -1.2965 -1.9602
H -0.8128 -1.2561 -1.6499
H 0.7983 2.1193 1.5603
H 0.2112 2.2981 0.1081
H -0.7094 2.6897 1.3699


6.
18
Properties=species:S:1:pos:R:3 method="wB97M-V/def2-TZVPD" charge=+1 gap_ev="6.51 / 6.52" relative_energy_ev=4.163
C 0.1087 -1.2355 -0.0736
C 1.4590 -0.8044 0.2045
C -0.9119 -0.4356 -0.7069
C -1.9800 0.2940 0.3628
C 3.1470 0.7025 0.1471
N -3.2863 0.6121 0.0123
N 1.9063 0.3193 -0.2680
H -0.0164 -2.3305 0.1010
H 2.0358 -1.4039 0.9017
H -0.1967 0.4258 -1.0871
H -1.6185 -0.8009 -1.5250
H -1.5200 1.2438 0.7403
H -2.1007 -0.3689 1.2724
H 3.0086 1.7790 0.2905
H 3.6185 0.1831 1.0693
H 3.7572 0.7035 -0.8412
H -3.3833 1.2147 -0.7212
H -4.0274 -0.0983 0.1211


7.
46
Properties=species:S:1:pos:R:3 method="wB97M-V/def2-TZVPD" charge=+2 spin_multiplicity=5 gap_ev="6.96 / 4.82" relative_energy_ev=0.268 s2=6.117
Pd -0.3599 -1.1922 -0.9641
C 1.7414 -1.5860 -3.6019
O 1.3271 -0.7020 -2.5445
C 2.2192 0.2132 -2.0759
C 3.4876 0.3832 -2.5980
C 4.3135 1.3821 -2.1044
C 3.8817 2.2321 -1.0831
C 2.6336 2.0643 -0.5436
C 1.7806 1.0404 -1.0093
N 0.5687 0.7776 -0.4140
N 0.1431 1.6316 0.4348
C -0.7296 1.4802 1.4012
C -1.2888 0.1502 1.7901
O -1.0914 -0.8762 1.1161
C -2.0766 0.0860 2.9832
C -2.3326 1.1898 3.7152
C -1.8561 2.4984 3.3444
C -2.1446 3.6150 4.1227
C -1.6922 4.8727 3.7486
C -0.9497 5.0273 2.5834
C -0.6435 3.9283 1.8032
C -1.0802 2.6490 2.1733
H 2.0173 -1.0146 -4.4864
H 0.8804 -2.2066 -3.8284
H 2.5785 -2.2051 -3.2792
H 3.8409 -0.2404 -3.4060
H 5.3020 1.5068 -2.5252
H 4.5322 3.0140 -0.7174
H 2.2790 2.6988 0.2553
H -2.4627 -0.8862 3.2583
H -2.9379 1.1055 4.6102
H -2.7295 3.4942 5.0257
H -1.9249 5.7319 4.3625
H -0.6126 6.0109 2.2864
H -0.0752 4.0485 0.8916
S -2.5393 -1.7916 -1.7309
C -1.9603 -3.4111 -1.5260
C -2.7557 -4.5534 -1.5440
C -2.1299 -5.7746 -1.3363
C -0.7581 -5.8111 -1.1394
C -0.0357 -4.6142 -1.1310
N -0.6236 -3.4458 -1.3182
H -3.8235 -4.4801 -1.6988
H -2.7069 -6.6895 -1.3292
H -0.2414 -6.7492 -0.9939
H 1.0355 -4.6022 -0.9771


8.
66
Properties=species:S:1:pos:R:3 method="wB97M-V/def2-TZVPD" charge=0 gap_ev=9.26
C 4.1219 0.3345 2.2966
C 3.3624 1.0211 1.1313
C 3.7320 2.4039 0.8245
C 3.1451 3.2043 -0.2254
C 2.1315 2.5785 -1.0697
C 1.7551 1.2136 -0.7762
C 2.3186 0.4060 0.3110
C 1.8830 -1.0607 0.5817
C 0.5611 -1.2001 1.4821
O 0.2869 -0.0335 2.2789
C -0.8496 0.6952 1.9348
O -0.7388 1.6081 1.1560
C -2.2777 0.4705 2.5434
C -3.3837 0.2986 1.4329
C -3.7950 1.6563 0.7083
C -3.2575 1.5972 -0.7731
O -3.6595 0.7812 -1.5704
O -2.2973 2.4987 -1.2185
C -0.6387 -1.7836 0.6507
C -0.8190 -1.1919 -0.7902
F -0.3014 -3.1647 0.4338
H 5.1820 0.7168 2.2751
H 4.2174 -0.7802 2.1802
H 3.6927 0.5635 3.3020
H 4.5107 2.8867 1.4549
H 3.4050 4.2639 -0.4386
H 1.6212 3.1158 -1.8976
H 0.9685 0.7356 -1.4032
H 1.8075 -1.6704 -0.3592
H 2.7250 -1.5353 1.1569
H 0.8294 -2.0138 2.2163
H -2.2280 -0.4994 3.1162
H -2.6112 1.3137 3.2039
H -4.3093 -0.1119 1.9053
H -3.0980 -0.4167 0.6182
H -3.2551 2.5164 1.1762
H -4.8991 1.8192 0.6602
H -1.5806 2.0211 -1.6747
H -1.6058 -1.8309 1.2216
H 0.0082 -1.4558 -1.4875
H -0.9612 -0.0863 -0.8068
H -1.7762 -1.6326 -1.1922
C 6.5592 -0.8089 -2.1268
N 7.0357 -0.0613 -0.9807
C 8.3103 -0.4199 -0.3862
C 6.3287 0.9625 -0.4457
O 6.6756 1.6263 0.5138
H 6.4529 -1.8610 -1.8514
H 7.2822 -0.7190 -2.9412
H 5.5946 -0.4294 -2.4630
H 8.1563 -0.6945 0.6593
H 8.9808 0.4409 -0.4241
H 8.7575 -1.2559 -0.9220
H 5.3781 1.1521 -0.9703
C -8.1962 -1.6715 -2.3518
N -7.5456 -1.5128 -1.0670
C -6.0995 -1.3936 -1.0193
C -8.2408 -1.4716 0.0934
O -7.7501 -1.3400 1.1991
H -7.8252 -2.5793 -2.8333
H -7.9662 -0.8082 -2.9805
H -9.2767 -1.7477 -2.2325
H -5.6930 -2.2040 -0.4096
H -5.8330 -0.4424 -0.5574
H -5.6783 -1.4426 -2.0215
H -9.3296 -1.5704 -0.0511


Number 1: E_tot -36553.996 eV. Number 2: E_tot -17003.946 eV. Number 3: E_tot -109423.753 eV. Number 4: E_tot -108651.510 eV. Number 5: E_tot -9195.654 eV. Number 6: E_tot -8332.956 eV. Number 7: E_tot -45951.800 eV. Number 8: E_tot -41362.811 eV.